# 1
C57H47MoN4O7PS as an isolated structure at a distorted geometry. Source: the OMol25 dataset; level of theory: wB97M-V/def2-TZVPD.

Its HOMO energy (spin up / spin down) is 0.813 / -2.743 eV. The calculation puts the max |F| at 0.066 Eh/bohr. The value obtained for the relative energy (zero: lowest compared OMol25 entry of this formula, charge and spin) is 0.0 kcal per mole. The total energy comes out at -3753.71301 Ha. Its multiplicity is 3. The calculation puts the lowest unoccupied orbital energy (spin up / spin down) at 3.210 / 3.210 eV. The total charge is -2. The calculation puts the orbital gap (spin up / spin down) at 2.40 / 5.95 eV.

Geometry as XYZ:
```
118
Properties=species:S:1:pos:R:3:forces:R:3
Mo -0.9459 -0.1716 0.5107 -2.4 -2.2 0.1
O -2.0711 -1.1755 3.1413 -0.7 0.9 1.5
C -2.8125 -0.0679 3.7584 0.7 -1.6 -0.5
C -2.8352 1.1894 2.8865 -0.3 0.7 -0.4
C -1.4944 1.8285 2.7653 1.1 0.6 0.0
C -1.1647 2.9200 3.5783 -0.3 -0.1 0.0
C 0.1091 3.4716 3.5554 -0.2 -0.6 -0.6
C 1.0295 2.9004 2.6795 0.1 -0.2 0.0
C 0.6754 1.8366 1.8549 -1.3 0.7 0.9
C 1.6038 1.2913 0.8460 0.5 0.3 -0.1
C 1.9251 -0.1970 1.0516 -0.6 -0.8 -0.3
O 0.7134 -0.9582 0.9411 1.5 0.2 -0.3
C 2.8422 -0.6441 -0.0943 3.0 -0.1 0.7
C 2.2412 -0.6488 -1.4348 -0.3 1.1 0.1
C 3.6915 -2.5843 -2.2843 -0.6 -0.1 -0.3
C 4.9895 -1.9328 -1.9628 0.4 0.9 1.9
C 5.1784 -1.1549 -0.8499 0.9 -1.1 -2.4
C 4.2091 -0.8034 0.1223 -3.3 0.4 0.5
C 2.4961 -0.5362 2.4093 0.6 0.6 0.6
C 3.3354 0.3550 3.1080 -0.2 -0.7 0.0
C 3.9011 -0.0244 4.3247 -0.1 0.1 -0.2
C 3.6340 -1.2787 4.8672 0.1 0.2 0.1
C 2.7815 -2.1421 4.2013 -0.1 0.0 -0.2
C 2.2133 -1.7718 2.9853 0.0 -0.1 0.1
N -0.5899 1.3147 1.9032 0.7 1.5 0.9
C -2.0105 0.2507 5.0023 -0.1 0.3 0.5
C -2.6100 0.9050 6.0833 0.5 0.0 0.0
C -1.8166 1.3740 7.1295 0.0 0.0 0.1
C -0.4336 1.2052 7.1052 -0.1 -0.1 -0.1
C 0.1576 0.5296 6.0387 -0.1 0.1 0.3
C -0.6267 0.0521 5.0046 -0.2 -0.1 0.0
C -4.2107 -0.5762 4.0799 -0.4 0.0 -0.3
C -5.3635 0.0430 3.5913 0.0 -0.2 0.4
C -6.6281 -0.4591 3.9134 0.2 0.1 -0.2
C -6.7596 -1.6000 4.6886 0.1 -0.1 0.0
C -5.6099 -2.2525 5.1410 0.2 0.2 -0.2
C -4.3529 -1.7464 4.8378 -0.2 0.2 0.0
H -3.2450 1.0382 1.8788 0.0 -0.2 0.3
H -3.4698 1.9341 3.3864 0.0 -0.3 -0.1
H -1.9478 3.2819 4.2426 0.3 0.1 -0.1
H 0.3772 4.3217 4.1645 0.0 0.0 0.1
H 2.0477 3.2624 2.5994 -0.1 0.1 0.1
H 1.1730 1.4715 -0.1582 0.0 -0.1 0.1
H 2.5176 1.8983 0.8680 -0.1 -0.3 -0.1
H 1.8987 0.3324 -1.7887 0.3 -0.2 0.2
H 3.8218 -3.1907 -3.1872 -0.2 -0.1 0.2
H 5.8365 -2.1346 -2.6054 0.1 0.1 0.0
H 6.1810 -0.7790 -0.6587 0.0 -0.1 -0.1
H 4.5925 -0.6403 1.1241 -0.1 0.0 0.0
H 3.5837 1.3249 2.6930 -0.1 -0.1 0.0
H 4.5603 0.6698 4.8350 0.0 -0.1 0.0
H 4.0862 -1.5715 5.8113 -0.1 0.0 -0.1
H 2.5541 -3.1160 4.6188 0.0 0.0 0.0
H 1.5257 -2.4458 2.4810 0.2 0.2 0.0
H -3.6826 1.0802 6.1167 0.1 -0.1 -0.1
H -2.2941 1.8724 7.9727 0.1 -0.1 -0.2
H 0.1738 1.5865 7.9199 0.0 0.0 -0.1
H 1.2292 0.3593 5.9997 -0.1 0.1 0.1
H -0.1556 -0.4770 4.1866 -0.1 0.1 -0.1
H -5.3073 0.9345 2.9746 0.1 -0.2 0.1
H -7.4925 0.0628 3.5198 -0.1 -0.1 0.1
H -7.7457 -1.9853 4.9357 0.1 0.0 -0.1
H -5.6666 -3.1660 5.7182 -0.2 0.0 0.1
H -3.4724 -2.2610 5.2068 0.0 0.1 -0.1
O -4.2103 1.1812 -1.6737 0.3 -0.2 0.2
C -3.2597 0.5113 -1.3658 1.0 0.1 1.2
O -2.4689 0.7756 -0.2632 -1.7 0.6 -2.3
C -2.8568 -0.7516 -2.1623 -0.2 0.5 0.3
P -1.3926 -1.5455 -1.4106 0.4 0.0 -0.7
C -1.7861 -3.3012 -1.7011 0.1 -0.5 -0.3
C -2.3417 -4.0755 -0.6852 -0.1 -0.4 0.0
C -2.6558 -5.4240 -0.8993 0.0 0.4 0.0
C -2.4317 -6.0001 -2.1464 0.0 0.1 0.2
C -1.8896 -5.2351 -3.1707 0.2 0.7 0.1
C -1.5573 -3.8898 -2.9544 -0.3 -0.6 0.3
C 0.0534 -1.2969 -2.4702 -1.2 1.2 -2.3
C 0.1052 -0.5870 -3.6688 -1.2 -1.3 2.4
C 1.3292 -0.4770 -4.3681 2.6 -0.3 -0.3
C 2.5098 -1.0190 -3.8924 -1.8 0.8 -1.2
C 2.5833 -1.5663 -2.5477 1.3 -0.5 -0.3
C 1.2740 -1.7085 -1.8325 0.0 -1.0 1.1
H -2.7138 -0.4774 -3.2078 -0.1 0.0 0.0
H -3.7089 -1.4448 -2.1043 0.2 0.2 -0.1
H -2.5368 -3.6290 0.2860 0.0 -0.1 -0.2
H -3.0758 -5.9967 -0.0764 0.0 0.0 -0.2
H -2.6774 -7.0389 -2.3285 0.0 0.0 0.1
H -1.7047 -5.6717 -4.1449 0.0 0.0 0.0
H -1.1338 -3.3087 -3.7628 0.1 0.1 0.0
H -0.8085 -0.1796 -4.0975 0.3 0.0 0.0
H 1.3365 0.0300 -5.3253 0.0 -0.1 -0.1
H 3.3934 -1.0649 -4.5251 -0.1 0.2 0.1
H 3.3375 -3.2404 -1.4660 0.3 0.2 -0.2
H 1.2362 -2.5110 -1.0926 -0.2 0.0 -0.2
C -2.2800 -1.3961 1.7763 0.6 0.2 -1.8
H -2.0179 -2.4426 1.5538 0.0 0.3 0.6
H -3.3349 -1.2817 1.4580 0.2 0.1 0.2
O 0.3670 4.8394 -9.7528 -0.1 -0.2 -0.1
S 0.6178 3.4145 -9.5345 -0.4 0.0 0.2
O -0.5262 2.6739 -9.0027 0.5 0.3 -0.2
O 1.2851 2.7494 -10.6453 0.1 0.0 0.1
C 1.8336 3.4888 -8.1711 -0.5 -0.4 0.9
N 3.0490 3.9366 -8.4751 -0.3 0.0 -0.3
C 3.8828 4.0859 -7.4412 -0.3 -0.3 0.3
C 3.5281 3.7914 -6.1340 1.0 0.5 -1.0
C 2.2234 3.3309 -5.9324 -0.3 -0.4 2.0
N 1.3840 3.1589 -6.9484 -0.1 0.3 -2.1
C 1.7062 3.0434 -4.5992 0.9 0.4 -2.0
C 2.5440 3.0208 -3.4791 -0.3 -0.2 2.1
C 1.9805 2.7759 -2.2228 1.2 0.5 -1.7
N 0.6823 2.5285 -2.0338 -0.6 -0.3 1.6
C -0.1136 2.5383 -3.1105 0.3 0.2 -2.0
C 0.3433 2.7874 -4.4133 -1.1 -0.6 1.9
H 4.8558 4.4482 -7.7545 0.3 0.1 0.4
H 4.2293 3.9442 -5.3248 0.0 0.0 0.0
H 3.6116 3.1851 -3.5493 0.0 0.0 0.0
H 2.6283 2.8021 -1.3488 0.0 -0.1 0.1
H -1.1689 2.3454 -2.9372 0.0 0.0 0.0
H -0.3300 2.7693 -5.2549 -0.1 0.1 -0.1
```
Forces are in eV/Å.

=====

# 2
C56H149N9NiO17 as an isolated structure at a distorted geometry. Source: the OMol25 dataset; level of theory: wB97M-V/def2-TZVPD.

Its HOMO energy (spin up / spin down) is -7.337 / -7.490 eV. The calculation puts the max |F| at 0.073 Eh/bohr. The total energy comes out at -5502.88802 Ha. Its multiplicity is 3. The calculation puts the lowest unoccupied orbital energy (spin up / spin down) at 0.347 / 0.346 eV. The total charge is 0. The calculation puts the orbital gap (spin up / spin down) at 7.68 / 7.84 eV.

Geometry as XYZ:
```
232
Properties=species:S:1:pos:R:3:forces:R:3
Ni 13.0779 -13.6434 26.9484 0.7 -0.5 0.2
C 9.8002 -11.8055 24.8148 -0.3 0.6 -1.1
C 11.2427 -11.9093 24.1780 -0.1 -0.3 2.1
C 11.4174 -11.0789 22.9260 0.2 -0.1 -1.0
C 11.2402 -9.5934 23.2171 -0.8 -1.9 2.5
C 12.3026 -9.2519 24.2168 0.0 2.1 -0.1
C 12.5043 -10.0780 25.4333 -1.6 0.3 1.2
N 12.3973 -11.5523 25.1353 -1.7 1.1 -0.3
O 12.1213 -12.1849 26.3570 0.0 0.9 -0.5
C 11.4487 -9.5106 26.4757 0.2 -0.9 -0.2
C 13.9211 -9.8283 25.8873 -1.0 0.3 0.2
C 11.4465 -13.3966 23.9811 0.9 -0.1 1.5
H 9.6389 -12.4786 25.6644 0.4 0.4 -0.1
H 9.0749 -12.1536 24.0467 0.4 0.1 0.2
H 9.4656 -10.7693 25.0333 0.2 -0.8 0.1
H 10.7020 -11.3639 22.1552 -0.2 -0.3 0.0
H 12.4143 -11.2956 22.4806 -0.4 0.2 0.3
H 10.2381 -9.5408 23.7140 0.6 0.6 -0.9
H 11.3961 -8.9713 22.3918 -0.4 0.9 -1.4
H 12.2349 -8.1860 24.5993 0.0 -1.0 -0.7
H 13.2097 -9.3154 23.6818 1.3 0.1 -1.0
H 10.4198 -9.7266 26.1571 0.4 0.3 0.2
H 11.5415 -8.4393 26.6861 0.3 -0.1 -0.6
H 11.5788 -9.9687 27.4393 0.0 -0.4 0.5
H 14.5474 -10.1352 25.0989 1.1 -0.7 -0.7
H 14.0979 -10.3573 26.7846 0.5 -0.5 1.0
H 14.1255 -8.7857 26.0164 -0.1 0.8 0.4
H 12.5059 -13.5855 23.7809 -0.3 -0.3 -0.6
H 10.7565 -13.7184 23.2510 -0.5 -0.8 -1.1
H 11.2728 -13.9503 24.9414 -0.1 0.6 -1.0
C 16.1573 -13.5112 29.8414 1.5 0.4 0.7
C 16.2392 -13.5495 28.3527 0.6 -0.1 -0.2
C 17.7080 -13.5648 27.9119 -0.2 1.0 -0.3
C 18.4292 -14.8634 28.1116 -2.2 -1.5 1.2
C 17.6138 -16.0298 27.5660 0.4 1.0 -1.5
C 16.1926 -16.0643 27.9989 -1.7 1.4 -1.3
N 15.6185 -14.7003 27.7599 -1.8 -0.7 -1.0
O 14.2019 -14.6474 28.1254 1.7 -1.0 0.2
C 15.9439 -16.5589 29.3531 0.8 -2.5 0.7
C 15.4413 -17.0347 27.0559 1.7 -0.2 -0.7
C 15.5516 -12.3065 27.8049 1.5 -0.1 -0.5
H 15.1822 -13.5080 30.2610 -0.9 0.0 0.2
H 16.7137 -12.6156 30.1029 -0.3 0.4 0.5
H 16.7358 -14.3004 30.2981 0.0 -0.3 0.1
H 18.2663 -12.7661 28.3955 -0.1 0.2 0.3
H 17.6503 -13.2480 26.8603 0.4 -0.5 0.0
H 18.6188 -15.1842 29.1409 0.0 0.9 0.4
H 19.3534 -14.8755 27.6632 2.3 0.2 -1.2
H 18.0970 -16.9728 27.7682 0.2 -0.4 0.0
H 17.5110 -15.8803 26.4770 0.5 -0.3 0.0
H 14.9169 -16.3501 29.5954 -0.4 -0.3 0.3
H 16.5952 -16.1854 30.1167 0.3 0.3 0.4
H 16.1972 -17.6707 29.2512 -0.8 1.2 0.7
H 14.5147 -17.3321 27.4976 -0.7 -0.3 0.0
H 16.1403 -17.8899 26.9770 -0.7 -0.1 0.2
H 15.3415 -16.7141 25.9997 -0.2 0.3 0.7
H 15.4467 -12.2887 26.7315 0.0 -0.4 -0.5
H 16.1559 -11.4344 28.0065 0.1 0.4 0.5
H 14.5989 -12.2445 28.2362 -1.3 0.5 0.7
C 10.7952 -16.2575 18.0452 0.5 -0.3 1.2
C 11.6890 -16.0160 19.2761 -0.6 0.5 -1.2
C 13.0935 -15.5610 18.8742 1.2 -1.4 1.4
O 13.8118 -16.3921 17.9451 0.0 0.0 0.0
C 14.4430 -17.5717 18.4317 0.5 -0.5 -0.1
N 11.1155 -14.9485 20.0752 2.2 0.7 2.6
H 9.7537 -16.5107 18.2895 0.4 0.0 0.1
H 11.2854 -17.0501 17.5100 -0.1 -0.4 -0.6
H 10.8150 -15.3601 17.4775 -0.1 0.8 -0.8
H 11.7889 -16.9347 19.8031 0.0 -1.0 0.7
H 13.6963 -15.5309 19.8342 -0.4 0.2 -0.8
H 13.0587 -14.5668 18.4802 0.0 0.5 -0.5
H 15.0395 -17.4260 19.3617 -0.7 0.2 -0.3
H 15.1810 -17.9975 17.7049 -0.6 1.0 0.1
H 13.7382 -18.4047 18.5428 -0.2 0.2 0.4
H 10.1842 -15.1467 20.3408 -1.3 -0.4 -0.1
H 11.6107 -14.9001 21.0422 -0.8 0.0 -2.2
C 15.9741 -5.9397 25.0885 -1.6 0.3 -0.3
C 15.6853 -5.6426 23.6075 -0.1 -1.2 0.2
C 16.8719 -6.1092 22.7449 0.5 1.3 -0.4
O 18.0465 -5.5296 23.3494 -0.5 -0.4 0.1
C 19.2376 -5.4992 22.6046 -0.1 -0.8 -0.8
N 14.5071 -6.4083 23.1833 0.6 -0.5 -0.4
H 16.3959 -6.9103 25.1983 0.3 -1.1 -0.1
H 15.0355 -5.9108 25.7004 0.7 0.2 -0.5
H 16.6919 -5.2782 25.4737 0.9 1.1 0.7
H 15.3653 -4.6110 23.4557 0.7 0.2 -0.1
H 16.7803 -5.7587 21.6712 0.0 -0.5 1.0
H 16.9004 -7.2169 22.7797 0.2 0.4 -0.1
H 19.5122 -6.4733 22.1453 -0.7 0.3 -0.2
H 20.0606 -5.3848 23.2894 0.2 0.8 0.4
H 19.1888 -4.7029 21.8330 0.3 -0.4 0.3
H 13.7622 -5.9987 23.6989 -1.1 0.2 0.5
H 14.6080 -7.3706 23.5145 -0.2 0.2 -0.2
C 10.5280 -12.4240 30.6838 -0.6 -0.2 -0.8
C 10.9684 -13.2600 29.4727 -0.8 0.0 1.2
C 9.7479 -13.5438 28.6034 -0.4 1.2 1.1
O 9.7966 -14.9018 28.3182 0.5 -0.5 -0.1
C 8.9443 -15.3873 27.3226 -2.0 -0.4 1.3
N 12.1502 -12.7851 28.7769 -0.5 0.8 -0.5
H 9.6732 -12.9525 31.1158 0.3 -0.1 0.4
H 10.0775 -11.4556 30.3995 0.8 0.0 0.2
H 11.3655 -12.4070 31.3693 -0.1 0.6 0.4
H 11.3298 -14.1819 29.9180 -0.4 -0.5 -0.1
H 9.8377 -12.8575 27.7536 -0.3 -0.4 -0.5
H 8.7815 -13.2725 29.1800 1.3 -0.5 -0.9
H 9.1532 -16.4591 27.2814 -0.5 0.1 -0.1
H 9.1499 -14.9455 26.4021 0.6 0.8 -1.9
H 7.8526 -15.1400 27.5248 1.2 -0.6 0.0
H 12.7950 -12.6310 29.5195 1.1 -0.1 0.4
H 12.0349 -11.8626 28.3365 -0.4 -0.4 0.0
C 4.7178 -8.8212 24.7019 0.5 -0.4 -2.4
C 4.8545 -7.9364 23.4040 -2.4 -1.0 -0.7
C 5.7516 -8.6852 22.4252 -0.3 0.6 -1.0
O 6.9703 -9.0441 23.0011 0.5 -1.2 0.0
C 7.6945 -7.9847 23.4968 0.1 2.3 1.0
N 3.5544 -7.5681 22.6091 3.1 -2.0 0.7
H 5.6568 -8.7268 25.2144 0.2 0.1 0.6
H 4.6322 -9.9124 24.4600 -0.3 0.9 0.1
H 3.9166 -8.4682 25.2855 -1.0 0.3 0.9
H 5.2046 -6.9782 23.7257 0.8 0.5 0.0
H 5.9198 -8.0834 21.5008 0.0 -0.1 0.5
H 5.2863 -9.6290 22.0599 0.0 0.6 0.5
H 7.2869 -7.5807 24.4874 0.3 -0.4 -1.2
H 7.7338 -7.1249 22.7700 -0.1 -0.6 0.5
H 8.7189 -8.2579 23.7276 0.0 -0.4 -0.2
H 3.3088 -6.6351 22.7917 -0.8 1.0 0.5
H 2.8666 -8.2518 22.8249 -0.9 -0.1 0.2
C 8.9677 -11.4259 19.7365 -1.1 0.1 -0.1
C 8.0554 -12.6273 20.0448 1.7 -0.6 -1.1
C 6.7608 -12.0644 20.5313 -1.6 0.9 -1.3
O 5.8282 -13.0574 20.8174 -0.7 -1.2 0.4
C 4.5728 -12.6499 21.3798 1.6 1.3 -0.2
N 7.9909 -13.5936 18.8961 -1.4 0.4 1.7
H 9.9844 -11.7599 19.6816 0.7 0.0 0.3
H 8.7539 -10.7088 20.5533 0.8 0.1 -0.6
H 8.7515 -10.9614 18.7379 -0.2 -0.3 0.9
H 8.4852 -13.2295 20.8466 0.1 0.3 0.4
H 6.2986 -11.3308 19.7475 0.8 -0.9 1.1
H 7.0021 -11.5275 21.4389 0.0 0.6 0.3
H 4.1013 -11.9467 20.6740 -0.4 -0.5 0.1
H 4.7302 -12.0594 22.3101 0.0 -0.4 -0.2
H 4.0255 -13.5526 21.5968 -0.3 -0.1 -0.2
H 7.1827 -13.2745 18.4269 -1.4 -0.1 -1.0
H 8.6901 -13.4429 18.2158 1.4 0.2 -0.4
C 5.7348 -15.7484 29.4698 0.8 0.2 1.7
C 5.4437 -14.3503 29.0601 -0.2 0.8 -0.4
C 4.6850 -14.3978 27.7355 -1.0 -0.1 1.2
O 5.5233 -14.8893 26.7423 -0.5 -0.1 -1.0
C 4.8284 -15.5414 25.6645 0.7 0.2 0.7
N 4.5867 -13.7818 30.1191 0.9 0.5 -0.7
H 6.4104 -15.8117 30.3557 -0.5 0.1 -0.6
H 6.1918 -16.2470 28.6593 0.3 -1.0 -0.8
H 4.7617 -16.1525 29.7618 0.2 -0.6 -0.2
H 6.3352 -13.7126 28.8136 -0.5 -0.5 0.8
H 4.3535 -13.3579 27.5897 -0.2 -0.1 -0.7
H 3.7726 -15.0511 27.9168 0.8 0.6 -0.5
H 4.1256 -14.9194 25.1166 -0.1 0.4 0.2
H 4.3373 -16.4261 26.0418 -0.4 -0.3 0.2
H 5.5959 -15.8690 24.9923 0.4 -0.1 -0.5
H 4.1779 -12.9341 29.7462 -0.2 0.2 0.2
H 3.8393 -14.4500 30.2281 -0.4 0.0 0.3
C 16.7972 -12.1885 18.6029 0.6 -1.1 1.0
C 16.0911 -11.8682 19.9380 0.4 -0.4 -0.1
C 14.9384 -10.9146 19.7606 -0.1 0.0 -0.2
O 15.3981 -9.6963 19.3260 0.3 1.9 -0.6
C 14.3433 -8.7021 19.3267 2.2 -1.3 0.4
N 15.6189 -12.9950 20.7093 -0.4 -0.1 0.5
H 17.2127 -11.2785 18.1616 0.2 -0.3 0.1
H 16.0687 -12.5850 17.9428 -0.9 -0.3 -1.0
H 17.5289 -13.0673 18.7079 -0.6 1.6 0.1
H 16.8346 -11.4497 20.5923 0.2 0.8 0.3
H 14.4027 -10.7448 20.6896 -0.2 -0.5 0.5
H 14.2320 -11.2686 19.0088 -0.4 -0.7 -0.1
H 13.7284 -8.8156 18.4769 -1.0 -0.1 -0.9
H 14.8255 -7.7679 19.3520 0.5 1.2 -0.3
H 13.8507 -8.7788 20.2564 -1.2 -0.1 1.0
H 15.0347 -13.6510 20.2230 0.2 -0.4 -0.2
H 16.3667 -13.3967 21.2510 -0.1 -0.4 -0.1
C 8.0691 -16.1247 22.2422 -0.7 -0.4 -0.8
C 6.8860 -16.5623 21.3544 0.4 0.7 0.2
O 7.2489 -16.4083 20.0112 0.0 0.3 -1.1
H 9.0062 -16.6416 22.0473 -0.1 -0.2 -0.2
H 7.8415 -16.1943 23.2719 -0.3 -0.3 1.3
H 8.2135 -15.0823 22.0565 0.3 0.8 -0.2
H 5.9826 -15.9646 21.5922 0.4 -0.1 0.0
H 6.5993 -17.6041 21.4654 0.2 -0.2 0.2
H 7.2882 -15.4739 19.7007 0.1 -0.5 0.5
C 6.8983 -10.8394 26.7602 -0.7 -1.6 1.4
C 6.0330 -10.3008 27.9254 -1.6 0.9 -1.5
O 6.4422 -8.9615 28.1898 0.2 0.2 0.4
H 6.5913 -11.9102 26.6093 0.4 0.7 0.1
H 7.9410 -10.8342 27.1100 -0.2 0.1 -0.4
H 6.7730 -10.3803 25.7871 0.0 0.5 0.2
H 6.0524 -10.9099 28.8078 0.7 -0.5 0.5
H 4.9120 -10.2839 27.6848 1.3 -0.1 -0.2
H 6.2644 -8.6922 29.1061 0.0 -0.4 -0.5
C 12.0652 -2.6807 26.5104 -2.3 -0.5 0.3
C 11.7810 -3.5315 25.2847 0.3 1.0 -0.3
O 12.9807 -3.9932 24.6590 0.7 0.6 0.0
H 12.8513 -3.0462 27.1140 0.9 -0.5 0.6
H 11.1347 -2.6549 27.1461 0.9 0.1 -0.5
H 12.2580 -1.6767 26.1976 0.3 0.7 -0.1
H 11.1771 -2.8955 24.6273 0.3 0.0 -0.4
H 11.1303 -4.3714 25.4295 0.1 -0.8 0.5
H 13.6974 -3.3118 24.7260 -1.2 -0.8 0.0
C 19.5409 -12.1058 24.7436 -0.4 -2.0 -0.3
C 18.4394 -12.9695 24.0813 0.4 -0.1 0.7
O 17.5387 -12.2835 23.2481 -0.8 0.5 0.1
H 20.2560 -12.8515 25.0821 0.5 0.0 -0.1
H 19.2787 -11.6237 25.6435 -0.8 0.9 0.9
H 20.0028 -11.4359 24.0624 0.4 0.6 -0.7
H 17.9412 -13.5805 24.8778 0.1 0.4 -0.6
H 18.9673 -13.6843 23.4330 -0.3 0.1 0.1
H 16.7656 -11.8886 23.7189 0.8 -0.6 -0.3
C 12.3952 -3.8775 20.4906 -0.7 0.8 1.1
C 13.4638 -4.7370 19.9805 -0.3 -3.0 -0.8
O 13.4283 -6.0471 20.5898 0.2 0.1 0.8
H 11.6133 -4.5689 20.7724 -0.6 0.1 0.0
H 12.0228 -3.1565 19.7858 -0.2 0.2 -0.5
H 12.6644 -3.3042 21.3756 0.2 -0.1 0.3
H 14.4483 -4.3728 20.0220 1.4 0.9 0.1
H 13.2488 -5.0322 18.9457 0.2 0.5 -0.1
H 13.7983 -6.1109 21.5201 -0.1 0.4 -0.9
O 12.0177 -15.3857 26.5805 1.0 -0.1 -1.2
H 11.3354 -15.3960 27.2390 -0.7 -0.3 1.2
H 12.7053 -16.0537 26.7503 -0.4 0.3 0.3
O 14.5093 -14.1770 25.4190 0.1 -0.2 0.0
H 15.2255 -14.5256 26.0619 -0.5 0.8 -0.4
H 14.8208 -13.4779 24.7782 0.0 -0.6 0.8
O 14.7188 -12.0688 23.8028 0.7 -0.5 -0.7
H 14.5307 -12.5552 22.9764 0.2 0.4 0.1
H 13.8675 -11.9275 24.2853 -0.7 0.2 0.1
```
Forces are in eV/Å.